1.
56
Properties=species:S:1:pos:R:3:nbo_charge:R:1 method="wB97M-V/def2-TZVPD" charge=0 gap_ev=8.3 de_lowest_ev=1.230
C 1.268 0.406 -4.624 -0.61
C 2.556 -0.406 -4.509 -0.21
N 2.810 -0.805 -3.136 -0.46
C 3.505 -2.070 -2.993 -0.21
C 4.936 -2.120 -3.541 -0.64
C 3.313 0.265 -2.299 -0.23
C 2.893 0.057 -0.837 -0.24
N 1.505 -0.332 -0.775 -0.62
C 1.125 -1.534 -0.320 0.67
O 1.847 -2.319 0.257 -0.63
C -0.364 -1.838 -0.574 -0.31
N -1.253 -0.874 0.044 -0.22
N -1.728 -1.237 1.232 -0.21
C -2.528 -0.474 1.896 0.19
C -2.949 -0.979 3.246 -0.46
C -2.298 -0.169 4.336 0.03
C -3.032 0.390 5.375 -0.27
C -2.366 1.131 6.339 0.05
N -1.063 1.342 6.324 -0.42
C -0.362 0.804 5.340 0.05
C -0.924 0.044 4.328 -0.26
C -2.959 0.801 1.386 0.00
C -3.827 1.670 2.058 -0.20
C -4.193 2.866 1.484 -0.18
C -3.710 3.231 0.228 -0.20
C -2.852 2.395 -0.448 -0.15
C -2.469 1.178 0.122 -0.14
C -1.539 0.311 -0.593 0.64
O -1.024 0.580 -1.673 -0.66
H 1.373 1.394 -4.184 0.20
H 1.002 0.530 -5.671 0.21
H 0.458 -0.106 -4.112 0.22
H 2.442 -1.319 -5.098 0.19
H 3.394 0.168 -4.940 0.16
H 3.514 -2.327 -1.932 0.21
H 2.902 -2.826 -3.505 0.19
H 4.950 -1.894 -4.605 0.20
H 5.345 -3.116 -3.394 0.21
H 5.578 -1.410 -3.026 0.20
H 4.408 0.378 -2.345 0.18
H 2.869 1.198 -2.651 0.20
H 3.471 -0.737 -0.361 0.23
H 3.048 0.986 -0.277 0.20
H 0.861 0.181 -1.370 0.43
H -0.591 -2.817 -0.151 0.25
H -0.540 -1.829 -1.653 0.24
H -4.036 -0.947 3.345 0.22
H -2.619 -2.017 3.325 0.26
H -4.101 0.247 5.439 0.21
H -2.904 1.582 7.163 0.19
H 0.703 0.994 5.368 0.19
H -0.310 -0.380 3.548 0.23
H -4.206 1.404 3.032 0.22
H -4.862 3.530 2.011 0.22
H -4.009 4.171 -0.210 0.22
H -2.457 2.648 -1.420 0.24



2.
65
Properties=species:S:1:pos:R:3:nbo_charge:R:1 method="wB97M-V/def2-TZVPD" charge=0 spin_multiplicity=3 gap_ev="6.8 / 6.3" s_squared=2.010 de_lowest_ev=1.154
Pd 0.086 0.200 0.011 0.63
O 4.023 0.807 1.594 -0.96
S 2.950 0.950 0.647 2.32
O 1.950 1.973 0.877 -0.98
N 2.117 -0.401 0.437 -1.02
C 2.733 -1.636 0.281 0.16
C 4.084 -1.793 0.033 -0.26
C 4.675 -3.055 -0.144 -0.18
C 3.933 -4.194 -0.071 -0.22
C 2.551 -4.095 0.201 -0.10
C 1.752 -5.253 0.323 -0.13
C 0.431 -5.131 0.626 -0.27
C -0.093 -3.836 0.791 0.05
N 0.599 -2.731 0.661 -0.47
C 1.929 -2.830 0.379 0.20
C 3.694 1.367 -0.922 -0.25
C 2.868 1.633 -2.007 -0.23
C 3.430 1.969 -3.228 -0.21
C 4.812 2.046 -3.359 -0.20
C 5.630 1.788 -2.270 -0.22
C 5.071 1.448 -1.045 -0.22
H 4.724 -0.926 -0.011 0.22
H 5.739 -3.105 -0.341 0.21
H 4.377 -5.173 -0.205 0.21
H 2.214 -6.223 0.183 0.21
H -0.213 -5.992 0.741 0.22
H -1.142 -3.733 1.054 0.18
H 1.793 1.578 -1.886 0.23
H 2.791 2.175 -4.077 0.21
H 5.249 2.310 -4.314 0.21
H 6.706 1.854 -2.369 0.22
H 5.689 1.253 -0.177 0.24
C -5.025 -2.782 2.010 -0.66
C -4.667 -2.287 0.659 0.35
N -5.425 -2.323 -0.393 -0.29
N -4.632 -1.770 -1.365 -0.40
C -3.424 -1.386 -0.970 0.15
S -2.972 1.971 -1.280 -0.47
N -3.454 -1.717 0.343 -0.26
N -2.447 -1.560 1.303 -0.66
H -6.089 -3.002 2.035 0.24
H -4.778 -2.042 2.769 0.24
H -4.463 -3.686 2.243 0.24
H -4.995 -1.702 -2.299 0.42
H -2.387 -0.573 1.545 0.40
H -1.550 -1.782 0.874 0.39
C 0.738 4.814 -0.726 -0.63
C -0.699 4.533 -0.365 -0.05
O -0.740 3.221 0.240 -0.82
P -2.024 2.391 0.523 2.29
O -1.652 1.157 1.259 -1.15
Te -1.416 0.285 -2.050 0.28
O -2.968 3.419 1.252 -0.82
C -4.384 3.203 1.469 -0.06
C -4.679 1.904 2.186 -0.65
H 0.835 5.842 -1.077 0.21
H 1.076 4.139 -1.511 0.22
H 1.378 4.663 0.142 0.24
H -1.348 4.530 -1.244 0.18
H -1.090 5.246 0.361 0.19
H -4.886 3.247 0.502 0.19
H -4.694 4.061 2.061 0.20
H -4.450 1.046 1.552 0.21
H -5.740 1.867 2.436 0.23
H -4.099 1.828 3.105 0.23



3.
56
Properties=species:S:1:pos:R:3:nbo_charge:R:1 method="wB97M-V/def2-TZVPD" charge=0 gap_ev=3.9 de_lowest_ev=5.273
C -4.183 -3.012 0.004 -0.63
C -3.905 -1.559 0.347 0.25
C -4.797 -0.522 -0.324 -0.64
C -3.818 -1.460 1.961 0.30
C -4.422 -0.158 2.483 -0.66
C -4.261 -2.608 2.883 -0.64
O -2.361 -1.501 2.097 -0.79
B -1.647 -1.380 0.826 1.19
C -0.161 -1.999 0.807 -0.33
C 0.689 -2.070 -0.318 -0.20
C 2.068 -2.318 -0.184 -0.20
C 2.630 -2.454 1.092 -0.16
C 4.135 -2.583 1.277 0.98
F 4.640 -1.431 1.846 -0.33
F 4.488 -3.637 2.095 -0.33
F 4.771 -2.764 0.073 -0.33
C 1.798 -2.532 2.208 -0.14
C 0.430 -2.324 2.018 -0.24
C -0.409 -3.082 5.408 -0.56
C -1.015 -3.831 4.265 -0.69
O -2.551 -1.362 -0.214 -0.75
H -5.201 -3.311 0.348 0.22
H -4.018 -3.109 -1.079 0.23
H -3.359 -3.584 0.519 0.23
H -5.835 -0.555 0.029 0.22
H -4.439 0.517 -0.202 0.22
H -4.814 -0.737 -1.399 0.23
H -5.525 -0.256 2.415 0.23
H -4.204 -0.020 3.558 0.22
H -4.042 0.708 1.902 0.21
H -5.307 -2.865 2.694 0.21
H -3.639 -3.515 2.818 0.24
H -4.235 -2.243 3.922 0.22
H 0.310 -1.821 -1.312 0.21
H 2.739 -2.372 -1.051 0.23
H 2.225 -2.744 3.197 0.23
H -0.150 -2.267 2.919 0.25
H 0.211 -3.786 6.083 0.18
H -1.003 -2.359 5.994 0.17
H -1.447 -4.852 4.360 0.21
H -1.769 -3.100 3.885 0.21
H -0.212 -4.005 3.505 0.22
C -0.423 -0.356 3.772 -0.23
C -1.412 0.170 2.905 0.06
C -1.230 0.538 1.532 -0.44
C 0.043 0.645 0.895 -0.04
C 1.291 0.845 1.430 -0.27
C 1.616 0.840 2.782 -0.18
C 0.782 0.462 3.826 -0.18
H -0.624 -1.219 4.453 0.27
H -2.272 0.617 3.350 0.21
H -2.143 0.897 1.011 0.25
H 0.018 0.578 -0.191 0.21
H 2.126 1.001 0.737 0.22
H 2.635 1.180 2.969 0.23
H 1.164 0.751 4.823 0.22



4.
113
Properties=species:S:1:pos:R:3:lowdin_charge:R:1 method="wB97M-V/def2-TZVPD" charge=0 gap_ev=8.2
C 2.267 -0.414 1.038 -0.21
C 2.030 -1.608 0.102 -0.83
I 1.435 -0.946 -1.854 0.83
C 1.119 -2.731 0.652 -0.56
P -0.309 -2.436 1.778 0.79
P -1.831 -1.460 0.592 -0.06
O -3.010 -1.341 1.706 -0.30
O -1.472 0.091 0.255 -0.32
S -2.278 -2.464 -0.983 0.23
H 2.956 -0.714 1.855 0.08
H 2.754 0.420 0.497 0.06
H 1.334 -0.026 1.474 -0.01
H 3.011 -2.077 -0.100 0.03
H 1.764 -3.398 1.259 0.00
H 0.684 -3.322 -0.178 0.04
H 0.116 -1.427 2.667 -0.12
H -3.774 -0.900 1.287 0.00
H -1.037 0.516 1.014 0.04
C 3.333 2.628 -3.558 -1.63
Br 2.193 3.190 -2.115 0.52
Br 4.721 1.432 -2.981 0.54
Br 2.274 1.867 -4.967 0.52
H 3.820 3.515 -3.945 -0.07
C -7.103 -0.770 -0.194 -1.60
Br -8.985 -0.426 -0.058 0.54
Br -6.560 -1.029 -2.021 0.59
Br -6.086 0.627 0.660 0.57
H -6.899 -1.688 0.341 -0.02
C 4.594 -5.725 0.871 -1.61
Br 6.479 -5.353 0.867 0.59
Br 3.778 -5.222 2.542 0.56
Br 3.714 -4.907 -0.627 0.60
H 4.476 -6.797 0.773 -0.03
C -11.734 -0.123 2.978 -1.63
Br -10.016 -0.122 3.840 0.55
Br -11.856 1.278 1.667 0.56
Br -12.139 -1.839 2.211 0.57
H -12.477 0.078 3.738 -0.03
C 3.457 -7.454 -4.193 -1.64
Br 2.512 -5.779 -4.228 0.56
Br 5.246 -7.271 -4.872 0.57
Br 3.449 -8.226 -2.432 0.55
H 2.931 -8.138 -4.846 -0.03
C 1.493 -1.208 6.264 -1.61
Br 0.597 0.350 5.581 0.53
Br 2.026 -2.370 4.826 0.56
Br 2.978 -0.742 7.390 0.59
H 0.781 -1.754 6.870 -0.02
C 2.011 -8.483 4.858 -1.64
Br 3.861 -8.998 4.955 0.57
Br 1.777 -6.628 5.302 0.53
Br 1.257 -8.887 3.136 0.57
H 1.472 -9.064 5.595 -0.03
C 4.573 5.545 -7.120 -1.65
Br 3.477 6.327 -5.744 0.59
Br 5.819 4.260 -6.416 0.56
Br 3.522 4.804 -8.543 0.57
H 5.165 6.344 -7.547 -0.08
C 9.318 5.041 -4.675 -1.65
Br 10.885 5.425 -3.630 0.58
Br 9.492 5.728 -6.465 0.55
Br 8.912 3.161 -4.662 0.53
H 8.486 5.554 -4.210 -0.03
C -1.142 0.968 -7.478 -1.63
Br -2.043 2.648 -7.729 0.58
Br 0.614 0.988 -8.265 0.56
Br -1.067 0.480 -5.621 0.54
H -1.718 0.210 -7.992 -0.03
C -9.045 -2.377 7.303 -1.66
Br -9.889 -0.801 8.009 0.56
Br -8.029 -3.292 8.656 0.55
Br -10.317 -3.547 6.462 0.56
H -8.350 -2.056 6.539 -0.03
C 8.873 -1.194 -4.733 -1.64
Br 10.773 -0.901 -4.766 0.57
Br 8.084 -0.488 -3.129 0.54
Br 8.020 -0.470 -6.297 0.57
H 8.708 -2.263 -4.734 -0.03
C -11.625 0.685 -3.004 -1.66
Br -11.579 -1.237 -3.071 0.56
Br -9.884 1.441 -3.303 0.55
Br -12.931 1.405 -4.218 0.57
H -11.930 0.962 -2.003 -0.04
C -2.139 4.058 -1.319 -1.60
Br -1.591 3.338 -3.008 0.58
Br -3.442 2.910 -0.481 0.59
Br -0.643 4.453 -0.163 0.54
H -2.626 5.006 -1.506 -0.03
C -3.183 2.966 3.433 -1.64
Br -2.523 1.581 4.595 0.55
Br -5.104 3.072 3.505 0.57
Br -2.364 4.661 3.809 0.57
H -2.911 2.695 2.422 -0.09
C -7.039 -6.171 11.251 -1.66
Br -6.163 -7.578 12.225 0.58
Br -8.946 -6.235 11.472 0.57
Br -6.334 -4.443 11.723 0.55
H -6.830 -6.327 10.201 -0.03
C 2.303 3.564 3.625 -1.60
Br 1.042 2.626 2.518 0.57
Br 1.444 4.453 5.091 0.57
Br 3.710 2.392 4.226 0.60
H 2.762 4.324 3.006 -0.09
C 6.101 6.971 -11.214 -1.63
Br 6.999 6.090 -9.756 0.58
Br 4.947 5.772 -12.174 0.57
Br 5.158 8.531 -10.604 0.58
H 6.865 7.299 -11.906 -0.03
C 5.631 5.661 4.040 -1.66
Br 7.515 6.031 4.029 0.59
Br 4.750 6.465 5.547 0.57
Br 4.798 6.175 2.380 0.60
H 5.512 4.590 4.134 -0.09



5.
63
Properties=species:S:1:pos:R:3:nbo_charge:R:1 method="wB97M-V/def2-TZVPD" charge=+3 gap_ev=6.1
Ir -1.386 -0.626 -0.005 1.21
C -0.603 -2.127 -3.981 -0.26
O -0.204 -1.701 -2.664 -0.56
C 1.122 -1.416 -2.472 0.22
C 2.098 -1.811 -3.369 -0.25
C 3.434 -1.505 -3.145 -0.10
Br 4.737 -2.047 -4.379 0.17
C 3.788 -0.790 -2.026 -0.19
C 2.808 -0.377 -1.116 -0.19
C 1.449 -0.676 -1.319 0.37
O 0.561 -0.257 -0.385 -0.81
C 3.272 0.405 0.024 0.49
N 2.620 1.395 0.645 -0.50
C 3.440 1.978 1.616 0.15
C 3.245 3.041 2.488 -0.24
C 4.300 3.344 3.325 -0.16
C 5.500 2.615 3.299 -0.17
C 5.693 1.561 2.429 -0.19
C 4.632 1.264 1.583 0.09
N 4.477 0.299 0.586 -0.47
H -0.182 -3.104 -4.220 0.20
H -0.296 -1.393 -4.725 0.21
H -1.686 -2.186 -3.958 0.21
H 1.838 -2.358 -4.263 0.26
H 4.824 -0.511 -1.891 0.24
H 1.725 1.722 0.323 0.44
H 2.330 3.617 2.503 0.23
H 4.206 4.170 4.017 0.25
H 6.298 2.894 3.973 0.25
H 6.621 1.008 2.404 0.25
H 5.166 -0.393 0.331 0.46
C -5.988 -1.213 -2.631 -0.28
O -4.536 -1.097 -2.720 -0.42
C -3.796 -0.958 -1.677 0.92
O -2.561 -0.875 -1.809 -0.64
N -4.348 -0.958 -0.431 -0.48
N -3.462 -0.660 0.630 -0.59
H -6.318 -1.343 -3.654 0.26
H -6.405 -0.291 -2.226 0.21
H -6.255 -2.088 -2.041 0.21
H -5.340 -0.859 -0.263 0.44
H -3.648 -1.301 1.400 0.41
H -3.648 0.285 0.976 0.42
N -0.011 -3.185 0.341 -0.64
N -1.188 -2.628 -0.256 -0.53
H 0.312 -3.965 -0.226 0.39
H -0.245 -3.548 1.259 0.38
H -2.027 -3.155 -0.010 0.39
H -1.060 -2.677 -1.277 0.45
N -0.633 -0.253 1.856 -0.73
C -1.332 1.007 2.047 0.19
C -1.359 1.832 0.917 -0.39
C -2.139 2.990 0.939 -0.14
C -2.854 3.307 2.083 -0.19
C -2.811 2.471 3.198 -0.12
C -2.060 1.300 3.185 -0.29
H -0.801 -0.912 2.612 0.42
H 0.383 -0.147 1.750 0.44
H -0.703 1.637 0.063 0.26
H -2.155 3.647 0.080 0.26
H -3.439 4.217 2.118 0.27
H -3.365 2.736 4.089 0.26
H -2.037 0.648 4.051 0.25



6.
59
Properties=species:S:1:pos:R:3:nbo_charge:R:1 method="wB97M-V/def2-TZVPD" charge=+1 gap_ev=8.0 de_lowest_ev=0.128
Zn 0.655 0.824 0.657 1.70
C -0.323 3.815 0.047 -0.25
O -0.388 2.720 0.968 -0.62
C -0.360 3.176 2.326 -0.09
C -0.624 1.984 3.206 -0.09
O 0.346 1.027 2.812 -0.59
C 0.268 -0.278 3.367 -0.10
C -0.822 -1.067 2.673 -0.09
O -0.610 -0.925 1.266 -0.62
C -1.256 -1.925 0.473 -0.25
H -1.136 4.512 0.255 0.20
H -0.443 3.416 -0.955 0.21
H 0.636 4.331 0.136 0.19
H -1.127 3.939 2.471 0.20
H 0.623 3.603 2.544 0.20
H -1.639 1.608 3.049 0.19
H -0.498 2.252 4.258 0.21
H 0.104 -0.229 4.446 0.20
H 1.242 -0.716 3.156 0.25
H -1.827 -0.717 2.930 0.18
H -0.749 -2.119 2.957 0.20
H -1.078 -2.910 0.908 0.19
H -0.808 -1.904 -0.518 0.21
H -2.330 -1.739 0.417 0.19
O 5.223 0.095 -1.865 -0.71
C 4.457 -1.039 -1.728 0.37
C 4.642 -2.149 -2.535 -0.31
C 3.829 -3.262 -2.370 -0.18
C 2.837 -3.258 -1.403 -0.24
C 2.668 -2.139 -0.598 -0.18
C 3.470 -1.018 -0.745 -0.17
C 3.290 0.204 0.150 0.25
O 2.315 0.018 1.087 -1.03
N 2.979 1.399 -0.722 -0.44
N 1.697 1.362 -1.127 -0.37
C 1.357 1.704 -2.303 -0.02
C -0.020 1.666 -2.769 -0.12
Br -1.225 0.632 -1.681 0.05
C -0.495 2.212 -3.889 -0.17
C 0.257 3.096 -4.792 -0.02
C 0.064 2.968 -6.169 -0.21
C 0.757 3.774 -7.054 -0.20
C 1.637 4.737 -6.577 -0.19
C 1.812 4.896 -5.210 -0.19
C 1.126 4.082 -4.323 -0.23
H 5.934 -0.068 -2.494 0.49
H 5.421 -2.144 -3.290 0.21
H 3.980 -4.129 -2.999 0.22
H 2.209 -4.128 -1.268 0.22
H 1.922 -2.123 0.187 0.22
H 4.253 0.468 0.601 0.18
H 3.642 1.467 -1.492 0.38
H 2.107 2.006 -3.032 0.22
H -1.515 1.986 -4.178 0.24
H -0.628 2.223 -6.543 0.22
H 0.606 3.657 -8.119 0.23
H 2.171 5.374 -7.269 0.23
H 2.474 5.665 -4.834 0.22
H 1.237 4.241 -3.256 0.21



7.
60
Properties=species:S:1:pos:R:3:nbo_charge:R:1 method="wB97M-V/def2-TZVPD" charge=0 gap_ev=7.4 de_lowest_ev=0.399
C -0.908 -0.271 3.855 -0.26
O -1.922 0.257 3.025 -0.54
C -2.042 1.656 3.058 -0.05
C -0.914 2.390 2.321 -0.45
C -0.843 1.905 0.875 -0.25
N 0.299 2.434 0.150 -0.66
C 1.614 2.234 0.731 -0.33
C 1.828 0.847 1.350 0.66
O 2.210 0.727 2.499 -0.63
N 1.533 -0.163 0.507 -0.61
C 1.518 -1.542 0.767 0.09
C 0.962 -2.373 -0.199 -0.16
C 0.926 -3.741 -0.022 -0.31
C 1.441 -4.333 1.137 0.25
N 1.367 -5.698 1.386 -0.45
C 0.655 -6.583 0.486 -0.25
C 1.579 -7.108 -0.621 -0.09
O 2.692 -7.772 -0.061 -0.53
C 3.407 -6.921 0.807 -0.09
C 2.514 -6.393 1.941 -0.24
C 1.976 -3.479 2.108 -0.27
C 2.025 -2.113 1.930 -0.21
S 0.199 2.119 -1.491 2.31
O 1.408 2.590 -2.097 -0.93
O -0.165 0.745 -1.739 -0.96
C -1.156 3.181 -1.969 -0.36
C -0.986 4.547 -1.849 -0.16
C -2.016 5.396 -2.213 -0.22
C -3.203 4.855 -2.693 -0.02
Cl -4.487 5.907 -3.147 0.03
C -3.370 3.482 -2.817 -0.25
C -2.333 2.640 -2.450 -0.12
H -0.994 -1.353 3.782 0.20
H 0.094 0.027 3.537 0.19
H -1.059 0.039 4.896 0.16
H -2.084 2.011 4.099 0.17
H -3.000 1.869 2.575 0.18
H -1.097 3.464 2.354 0.21
H 0.029 2.186 2.826 0.22
H -0.844 0.807 0.874 0.22
H -1.731 2.236 0.329 0.21
H 2.334 2.394 -0.075 0.26
H 1.788 2.986 1.507 0.23
H 1.161 0.077 -0.407 0.42
H 0.557 -1.936 -1.101 0.21
H 0.498 -4.342 -0.808 0.21
H -0.217 -6.081 0.070 0.21
H 0.310 -7.437 1.081 0.20
H 1.068 -7.844 -1.243 0.19
H 1.923 -6.273 -1.249 0.16
H 4.230 -7.516 1.205 0.19
H 3.814 -6.066 0.244 0.16
H 3.096 -5.734 2.580 0.21
H 2.148 -7.237 2.535 0.20
H 2.348 -3.886 3.035 0.21
H 2.446 -1.484 2.697 0.25
H -0.047 4.927 -1.480 0.24
H -1.906 6.466 -2.129 0.24
H -4.297 3.082 -3.195 0.24
H -2.420 1.568 -2.533 0.24



Calculated E (eV), listed in the same order as above: -34798.398, -84163.249, -36185.807, -4057294.776, -114745.224, -154939.744, -61333.229